1.
# C3H6N2OS

A molecular structure, C3H6N2OS at a distorted geometry (wB97M-V/def2-TZVPD, OMol25).

Total charge: 0
Max |F| (eV Å⁻¹): 3.9
Gap between HOMO and LUMO (eV): 8.0494
HOMO level (eV): -8.5
Spin multiplicity: 1

Each line ends with the natural charge from an NBO analysis.
CARTESIAN COORDINATES (ANGSTROEM)
C 0.0731 0.9906 -0.2619  0.52
C -1.1412 1.7904 -0.1165  -0.67
C 0.3349 -2.0270 0.2920  -0.47
N 1.1832 1.1296 0.2683  -0.63
N 0.7513 -1.1859 -0.7864  -0.13
O -0.1285 -0.1365 -0.9523  -0.37
S 2.4251 0.0531 0.0294  0.41
H -1.5230 1.9756 -1.1380  0.24
H -0.7790 2.7777 0.3494  0.24
H -1.9435 1.3467 0.5140  0.25
H 0.9880 -2.8901 0.4766  0.22
H 0.3660 -1.5482 1.2812  0.19
H -0.6064 -2.2758 0.0442  0.21


2.
# C5H9N

A molecular structure, C5H9N (wB97M-V/def2-TZVPD, OMol25).

Total charge: 0
Max |F| (eV Å⁻¹): 0.6
Gap between HOMO and LUMO (eV): 10.0261
HOMO level (eV): -9.0
Spin multiplicity: 1

Each line ends with the natural charge from an NBO analysis.
CARTESIAN COORDINATES (ANGSTROEM)
C -0.6661 0.0206 -1.6474  -0.63
C -0.1046 -0.0437 -0.2473  -0.05
C 0.3665 1.1566 0.5948  -0.24
N 0.6144 0.0125 1.5520  -0.36
C -0.7352 -0.5104 1.0716  -0.24
C 1.1683 -0.7044 0.3299  -0.24
H -0.9776 -0.9532 -2.0382  0.22
H 0.0697 0.4462 -2.3390  0.22
H -1.5387 0.6830 -1.6685  0.22
H 1.2854 1.6659 0.2800  0.18
H -0.3890 1.8703 0.9413  0.18
H -1.5920 0.0497 1.4644  0.19
H -0.8633 -1.5909 1.2014  0.19
H 1.2399 -1.7708 0.5655  0.19
H 2.1225 -0.3313 -0.0607  0.19


3.
# C19H13N5O7

2 unconnected molecules or ions with the total composition C19H13N5O7 at a distorted geometry (wB97M-V/def2-TZVPD, OMol25).

Total charge: 0
Max |F| (eV Å⁻¹): 3.3
Gap between HOMO and LUMO (eV): 5.0761
HOMO level (eV): -7.8
Spin multiplicity: 1

Each line ends with the natural charge from an NBO analysis.
CARTESIAN COORDINATES (ANGSTROEM)
C -4.8560 -0.3895 3.0185  -0.20
C -4.3764 0.9263 2.8912  -0.22
C -2.9978 1.1689 2.8934  -0.19
C -2.0764 0.1022 2.9422  -0.06
C -0.6042 0.4545 2.7942  0.51
C 0.3629 -0.5714 2.6673  -0.32
N 1.7264 -0.3463 2.8382  -0.24
C 2.2960 0.9127 2.9135  -0.01
C 3.6602 1.0753 2.8734  -0.21
C 4.5094 -0.0308 2.9360  -0.21
C 3.9203 -1.3002 3.0042  -0.23
C 2.5548 -1.4483 2.9997  0.01
O -0.3166 1.6775 2.8024  -0.69
C -2.5684 -1.1923 3.1644  -0.21
C -3.9466 -1.4465 3.1837  -0.22
H -5.9255 -0.5845 2.9997  0.21
H -5.0680 1.7636 2.7800  0.22
H -2.6304 2.1936 2.8200  0.24
H 0.0706 -1.6124 2.8092  0.20
H 1.5988 1.7369 2.9094  0.29
H 4.0398 2.0870 2.7938  0.24
H 5.5916 0.1020 2.9023  0.23
H 4.5323 -2.1987 3.0270  0.24
H 2.0322 -2.4012 3.0518  0.22
H -1.8573 -2.0079 3.3025  0.20
H -4.3073 -2.4680 3.3150  0.21
O 5.1960 -3.2225 -2.2529  -0.33
N 3.9560 -3.3130 -2.2725  0.50
O 3.3539 -4.3447 -2.6638  -0.38
C 3.0789 -2.2262 -1.8240  0.01
C 1.7041 -2.4965 -1.8018  -0.10
C 0.7938 -1.5533 -1.2549  -0.01
N -0.6318 -1.7531 -1.3514  0.50
O -1.0667 -2.7927 -1.8871  -0.36
O -1.3834 -0.8409 -0.9308  -0.36
C 1.2175 -0.3258 -0.7318  -0.09
C 2.5735 -0.0586 -0.8007  0.02
N 3.2653 1.0634 -0.3292  0.43
O 2.9044 2.1072 0.1883  -0.32
O 4.6262 0.7737 -0.5059  -0.14
N 4.8115 -0.4731 -1.1299  -0.07
C 3.5503 -0.9414 -1.3073  0.11
H 1.3243 -3.4227 -2.2316  0.30
H 0.5361 0.4259 -0.3342  0.30


4.
# C3H12N5

2 unconnected molecules or ions with the total composition C3H12N5 at a distorted geometry (wB97M-V/def2-TZVPD, OMol25).

Total charge: +1
Max |F| (eV Å⁻¹): 1.5
Gap between HOMO and LUMO (eV): 7.7303
HOMO level (eV): -11.9
Spin multiplicity: 1

Each line ends with the natural charge from an NBO analysis.
CARTESIAN COORDINATES (ANGSTROEM)
N -0.7425 -1.3349 -0.3466  -0.65
C -1.8698 -0.7228 -0.4721  0.76
N -2.0992 0.5322 0.0879  -0.90
N -2.8593 -1.4068 -1.1704  -0.86
H -0.5326 -2.1636 -0.8839  0.44
H 0.0864 -0.8227 -0.0206  0.44
H -2.2009 0.4812 1.0956  0.42
H -1.2883 1.1553 -0.1171  0.44
H -3.7192 -1.4055 -0.6188  0.41
H -3.1650 -0.8321 -1.9549  0.42
C 1.7734 0.9184 -0.1336  -0.14
C 1.8903 0.3728 1.0738  -0.05
N 2.9908 -0.4113 1.4339  -0.80
N 0.6072 1.6717 -0.5343  -0.89
H 2.5937 0.8993 -0.8287  0.21
H 1.2314 0.6626 1.8926  0.20
H 3.1150 -1.2285 0.8706  0.38
H 2.9699 -0.6926 2.3993  0.38
H 0.5380 1.6962 -1.5438  0.38
H 0.6809 2.6308 -0.2289  0.39


5.
# C6H36N2O11

12 unconnected molecules or ions with the total composition C6H36N2O11 at a distorted geometry (wB97M-V/def2-TZVPD, OMol25).

Total charge: +2
Max |F| (eV Å⁻¹): 3.5
Gap between HOMO and LUMO (eV): 9.5993
HOMO level (eV): -15.1
Spin multiplicity: 1

Each line ends with the natural charge from an NBO analysis.
CARTESIAN COORDINATES (ANGSTROEM)
C 1.4578 1.2244 1.6104  -0.67
C 1.4077 0.9222 0.1447  -0.08
C 0.0090 0.5206 -0.3244  -0.49
C -0.2780 -0.8725 0.1505  -0.14
C -1.4317 -1.4560 -0.1699  -0.08
N -1.7693 -2.8180 0.2956  -0.45
C -3.0086 -3.1249 0.4297  0.13
N 1.7946 2.1447 -0.6168  -0.70
H 0.7755 2.0443 1.9577  0.23
H 2.4031 1.7193 2.0427  0.24
H 1.2491 0.3276 2.2665  0.26
H 2.2111 0.1497 0.0196  0.24
H -0.2092 0.4994 -1.4210  0.27
H -0.7698 1.1515 0.1156  0.24
H 0.5316 -1.2552 0.7427  0.20
H -2.4156 -0.9023 -0.4152  0.27
H -0.9968 -3.3595 0.8114  0.48
H -3.9022 -2.6395 -0.0063  0.25
H -3.0965 -4.0168 1.0560  0.22
H 0.9326 2.6401 -0.8919  0.48
H 2.2357 2.8378 0.0182  0.43
H 2.3795 1.9396 -1.4110  0.48
H 0.6795 2.4509 -3.6257  0.50
H 0.4127 3.7849 -2.8199  0.49
O 1.0389 3.0727 -2.9408  -0.98
H -2.7926 -1.5613 3.3337  0.50
H -4.0970 -1.7781 2.5597  0.48
O -3.1608 -1.9575 2.5389  -0.97
H -2.6135 3.1863 -0.2513  0.48
H -3.2241 4.0829 0.8681  0.51
O -2.4428 3.5842 0.5883  -0.96
H -0.9906 0.2895 -4.5172  0.50
H 0.1749 -0.2962 -3.6656  0.48
O -0.6092 0.2278 -3.6044  -0.97
H 0.0095 5.4114 -0.5969  0.50
H -0.8442 4.1897 0.0681  0.51
O -0.0438 4.4608 -0.4082  -1.03
H -0.3436 -1.0518 5.1017  0.49
H -0.7836 -1.9869 3.9145  0.47
O -0.4502 -1.1209 4.1568  -0.96
H 1.0536 -4.2612 1.9819  0.50
H 1.1680 -2.7856 1.4828  0.50
O 0.5658 -3.4798 1.7600  -0.97
H 2.8955 -3.1177 -3.5533  0.50
H 3.4514 -3.1952 -1.9988  0.49
O 2.8668 -2.8285 -2.6565  -0.99
H 3.5209 -0.9290 2.6870  0.49
H 3.5415 -2.2257 2.2628  0.48
O 3.1072 -1.4279 1.9253  -0.96
H 4.6257 1.2900 -2.5631  0.50
H 3.5705 0.4617 -3.0248  0.49
O 3.6654 1.2177 -2.4361  -0.96
H -4.2731 -0.2325 -1.7550  0.51
H -4.9878 -0.5335 -0.3454  0.50
O -4.2005 -0.6173 -0.8718  -0.97


6.
# C42H37Br3MnN3O3P

A molecular structure, C42H37Br3MnN3O3P (wB97M-V/def2-TZVPD, OMol25).

Total charge: 0
Max |F| (eV Å⁻¹): 0.3
Gap between HOMO and LUMO (spin up / spin down) (eV): 6.8903 / 6.9914
HOMO level (spin up / spin down) (eV): -7.0 / -7.2
Spin multiplicity: 6

Each line ends with the Löwdin spin population.
CARTESIAN COORDINATES (ANGSTROEM)
Mn 0.9870 0.1329 0.3856  4.67
O 1.6787 -0.4644 3.2664  0.01
N 0.4960 -0.2008 2.6251  0.04
C -0.4842 -0.3421 3.4175  0.01
C -1.9125 -0.0946 3.1409  0.00
C -2.6743 0.0643 4.3031  0.00
C -4.0203 0.3742 4.2631  0.00
C -4.6402 0.5404 3.0355  0.00
C -3.9055 0.3619 1.8752  0.00
C -2.5523 0.0196 1.8933  0.00
P -1.7102 -0.3095 0.2919  0.02
C -2.5276 0.8598 -0.8420  0.00
C -2.8020 0.4662 -2.1509  0.00
C -3.2744 1.3862 -3.0757  0.00
C -3.4830 2.7049 -2.7000  0.00
C -3.2127 3.1017 -1.3979  0.00
C -2.7285 2.1883 -0.4746  0.00
C -2.3915 -1.9200 -0.2649  0.00
C -3.6889 -2.3744 -0.0265  0.00
C -4.1103 -3.5951 -0.5282  0.00
C -3.2473 -4.3772 -1.2866  0.00
C -1.9608 -3.9317 -1.5413  0.00
C -1.5387 -2.7134 -1.0251  0.00
H 2.3556 -0.1356 2.6413  0.00
H -0.2469 -0.6186 4.4444  0.00
H -2.1840 -0.0415 5.2633  0.00
H -4.5739 0.4990 5.1840  0.00
H -5.6875 0.8051 2.9755  0.00
H -4.3937 0.5189 0.9223  0.00
H -2.6392 -0.5606 -2.4553  0.00
H -3.4734 1.0717 -4.0922  0.00
H -3.8438 3.4244 -3.4237  0.00
H -3.3480 4.1346 -1.1028  0.00
H -2.4728 2.5231 0.5238  0.00
H -4.3768 -1.7845 0.5617  0.00
H -5.1167 -3.9393 -0.3277  0.00
H -3.5801 -5.3317 -1.6733  0.00
H -1.2779 -4.5330 -2.1288  0.00
H -0.5274 -2.3760 -1.2037  0.00
C 1.5440 -1.5410 -2.7793  0.01
C 1.0484 -0.1403 -2.9926  0.01
C 0.8728 0.3522 -4.3036  0.00
C 0.4675 1.6371 -4.4996  0.00
C 0.2489 2.4816 -3.3890  0.00
C -0.1329 3.8402 -3.4740  0.01
Br -0.4497 4.6493 -5.1625  0.00
C -0.2954 4.5832 -2.3424  0.00
C -0.0937 4.0124 -1.0816  0.01
Br -0.4305 5.0740 0.4474  0.00
C 0.2755 2.6826 -0.8946  0.00
O 0.4476 2.1400 0.2560  0.06
C 0.4411 1.9146 -2.1103  0.00
N 0.8086 0.6127 -1.9423  0.04
H 2.3674 -1.7581 -3.4606  0.00
H 0.7562 -2.2711 -2.9769  0.00
H 1.9043 -1.6540 -1.7566  0.00
H 1.0732 -0.3016 -5.1425  0.00
H 0.3289 2.0286 -5.4981  0.00
H -0.5944 5.6203 -2.4092  0.00
Br -1.9394 -5.3663 2.6018  0.00
C -0.4315 -4.6961 1.6864  0.00
C 0.3895 -5.5345 0.9562  0.00
C 1.4624 -4.9643 0.2884  0.00
C 1.6563 -3.5938 0.3730  0.00
N 0.8552 -2.7906 1.0712  0.02
C -0.1641 -3.3376 1.7223  0.00
H 0.1949 -6.5973 0.9109  0.00
H 2.1403 -5.5756 -0.2914  0.00
H 2.4845 -3.1116 -0.1343  0.00
H -0.8122 -2.6729 2.2831  0.00
C 3.9758 4.0555 2.7734  0.00
C 2.9080 3.3079 2.0004  0.00
O 2.6373 2.0274 2.5618  0.00
H 4.1897 5.0149 2.2990  0.00
H 4.8972 3.4735 2.8137  0.00
H 3.6504 4.2563 3.7976  0.00
H 3.2407 3.1044 0.9822  0.00
H 1.9853 3.8893 1.9270  0.00
H 2.3350 2.1291 3.4696  0.00
C 5.9728 -0.2147 0.0869  0.01
C 5.1892 0.6885 -0.6204  0.00
C 3.8063 0.6615 -0.4882  0.01
C 3.1336 -0.2526 0.3457  0.02
C 3.9657 -1.1439 1.0376  0.01
C 5.3546 -1.1329 0.9193  0.00
H 7.0515 -0.1991 -0.0102  0.00
H 5.6590 1.4163 -1.2729  0.00
H 3.2330 1.3905 -1.0573  0.00
H 3.5290 -1.8843 1.7060  0.00
H 5.9519 -1.8428 1.4810  0.00


7.
# C6H24N12O6

6 unconnected molecules or ions with the total composition C6H24N12O6 at a distorted geometry (wB97M-V/def2-TZVPD, OMol25).

Total charge: -1
Max |F| (eV Å⁻¹): 9.8
Gap between HOMO and LUMO (spin up / spin down) (eV): 2.5305 / 9.2342
HOMO level (spin up / spin down) (eV): -0.2 / -7.1
Spin multiplicity: 2

Each line ends with the Löwdin spin population.
CARTESIAN COORDINATES (ANGSTROEM)
C 34.8943 -28.0984 -17.6928  0.04
O 35.8193 -28.3552 -18.4681  0.01
N 34.4173 -26.9850 -17.2913  0.03
N 34.0184 -28.8590 -17.2044  0.03
H 33.7308 -27.0764 -16.5561  0.05
H 34.7980 -26.1950 -17.7923  0.01
H 34.2722 -29.8298 -17.3192  0.00
H 33.1106 -28.5492 -16.8880  0.04
C 34.0036 -32.7696 -14.9886  0.01
O 35.0277 -33.2616 -14.4279  0.00
N 33.0175 -32.0608 -14.4193  0.01
N 33.8576 -32.6446 -16.3085  0.00
H 32.7962 -32.3251 -13.4699  0.01
H 32.3908 -31.7047 -15.1267  0.00
H 32.9384 -32.4217 -16.6626  0.00
H 34.4828 -33.2462 -16.8256  0.00
C 30.6585 -29.6130 -10.5245  0.04
O 29.7179 -29.0170 -10.1015  0.01
N 30.4001 -30.5680 -11.3796  0.01
N 31.8302 -29.6696 -10.0196  0.01
H 31.2171 -31.0452 -11.7330  0.01
H 29.4670 -30.9533 -11.3510  0.01
H 32.0193 -29.0312 -9.2602  0.00
H 32.3991 -30.4916 -10.1639  0.00
C 28.5067 -25.1235 -17.7171  0.06
O 27.8128 -24.5819 -16.9410  0.01
N 28.3237 -25.0734 -19.0153  0.01
N 29.4643 -25.8993 -17.3726  0.05
H 27.4512 -24.6568 -19.3072  0.00
H 28.8334 -25.5701 -19.7320  0.01
H 30.1665 -26.2029 -18.0321  0.05
H 29.7152 -26.1906 -16.4387  0.07
C 30.2286 -29.9564 -16.1387  0.10
O 31.2298 -30.6020 -16.3321  0.02
N 29.8098 -29.2370 -17.0816  0.04
N 29.7414 -29.7020 -14.9941  0.06
H 29.0945 -28.5420 -16.9225  0.02
H 30.3132 -29.4251 -17.9368  0.03
H 28.9721 -29.0476 -14.9807  0.05
H 30.2593 -29.8500 -14.1397  0.02
C 29.7032 -32.3590 -19.8946  0.02
O 29.3655 -31.4650 -20.6676  0.01
N 30.5655 -32.4170 -18.9341  0.01
N 29.0543 -33.4785 -19.9329  0.01
H 31.1921 -31.6250 -18.9473  0.01
H 30.6925 -33.2439 -18.3682  0.01
H 29.2715 -34.0580 -19.1347  0.00
H 28.1933 -33.5293 -20.4584  0.00